1.
C31H44IrN6O2Se as an isolated structure. Source: the OMol25 dataset; level of theory: wB97M-V/def2-TZVPD.

Orbital gap (alpha / beta) in Eh: 0.235 / 0.235
Highest occupied orbital energy (alpha / beta) in eV: -16.2 / -16.2

Geometry as ORCA input:
```
! wB97M-V def2-TZVPD RIJCOSX def2/J DEFGRID3
* xyz 3 1
Ir 0.94 1.66 -0.12
O 4.91 1.13 0.16
C 3.77 1.30 0.41
O 2.86 1.57 -0.57
C 3.11 1.28 1.76
C 3.81 1.21 2.95
C 3.10 1.20 4.12
C 1.69 1.24 4.09
C 0.91 1.21 5.27
C -0.45 1.26 5.20
C -1.10 1.33 3.95
C -0.38 1.35 2.78
C 1.03 1.32 2.83
N 1.78 1.35 1.69
H 4.89 1.16 2.92
H 3.60 1.16 5.08
H 1.41 1.16 6.22
H -1.04 1.24 6.11
H -2.18 1.35 3.91
H -0.90 1.38 1.83
N 2.82 2.83 -2.94
C 1.80 3.92 -3.19
C 0.37 3.41 -3.42
C -0.63 3.43 -2.25
N -0.67 2.19 -1.41
C -0.47 4.64 -1.33
C 0.98 4.87 -0.90
N 1.40 3.82 0.08
C 1.86 5.02 -2.14
H 2.86 2.18 -3.72
H 2.72 2.26 -2.07
H 3.76 3.25 -2.86
H 2.15 4.32 -4.14
H 0.37 2.45 -3.93
H -0.06 4.11 -4.13
H -1.62 3.50 -2.71
H -0.95 1.38 -1.97
H -1.44 2.34 -0.76
H -1.11 4.53 -0.45
H -0.83 5.52 -1.85
H 1.04 5.83 -0.37
H 0.97 4.06 0.97
H 2.40 3.89 0.26
H 2.90 5.25 -1.87
H 1.49 5.92 -2.63
C -0.69 -5.05 3.08
C -0.27 -4.63 1.67
C 0.58 -3.36 1.66
C -0.20 -2.06 1.87
N -1.15 -1.79 0.78
C -0.81 -1.38 -0.46
Se 0.88 -0.63 -0.93
N -1.85 -1.55 -1.29
C -1.82 -1.55 -2.76
C -1.66 -2.96 -3.32
C -0.37 -3.66 -2.90
C 0.86 -3.17 -3.66
C -2.91 -2.10 -0.56
C -4.19 -2.47 -0.95
C -5.01 -2.98 0.04
C -4.56 -3.12 1.37
C -3.29 -2.76 1.75
C -2.46 -2.25 0.74
H -1.37 -5.90 3.05
H -1.20 -4.24 3.61
H 0.18 -5.33 3.68
H -1.15 -4.51 1.03
H 0.32 -5.44 1.22
H 1.14 -3.28 0.72
H 1.32 -3.41 2.46
H 0.48 -1.22 1.92
H -0.78 -2.08 2.79
H -1.00 -0.89 -3.07
H -2.76 -1.11 -3.10
H -1.68 -2.86 -4.41
H -2.53 -3.55 -3.04
H -0.49 -4.73 -3.07
H -0.22 -3.57 -1.82
H 0.79 -3.45 -4.71
H 1.78 -3.59 -3.26
H 0.95 -2.08 -3.62
H -4.54 -2.37 -1.97
H -6.02 -3.28 -0.21
H -5.24 -3.53 2.10
H -2.95 -2.89 2.76
*
```

Need the Löwdin charges? In units of e they are: 1.1065 0.2083 -0.4916 -0.3255 -0.1574 0.0617 0.0710 -0.1182 0.0217 -0.0159 -0.0238 -0.0485 -0.2037 -0.0435 0.1476 0.1469 0.1382 0.1302 0.1265 0.0857 0.2321 -0.2412 -0.0636 -0.3132 -0.0775 -0.0913 -0.3054 -0.0098 -0.0721 0.1808 0.0791 0.1807 0.1633 0.1361 0.1488 0.1594 0.0708 0.1189 0.1333 0.1499 0.1621 0.1166 0.1149 0.1403 0.1511 -0.0877 -0.2418 -0.1715 -0.1366 0.0077 -0.5699 0.8303 -0.0074 -0.1360 -0.1601 -0.2386 -0.1029 -0.1375 0.0181 -0.0291 -0.0277 0.0145 -0.1441 0.0862 0.0579 0.0859 0.0971 0.1189 0.0965 0.1293 0.0804 0.1250 0.0801 0.1313 0.1326 0.1158 0.1228 0.0888 0.0876 0.0827 0.0310 0.1253 0.1256 0.1255 0.1139

=====

2.
C31H44MgN4OP2 as an isolated structure at a distorted geometry. Source: the OMol25 dataset; level of theory: wB97M-V/def2-TZVPD.

Energy relative to the best compared isomer or geometry (same formula, charge and spin) in kcal/mol: 32.0
Orbital gap in Eh: 0.268
Highest occupied orbital energy in eV: -8.3

Geometry as ORCA input:
```
! wB97M-V def2-TZVPD RIJCOSX def2/J DEFGRID3
* xyz 0 1
Mg 0.23 -2.46 3.75
C -0.84 2.74 3.69
C -1.55 2.16 2.72
C -1.18 2.01 1.28
C -0.05 1.00 1.07
C 1.29 1.67 1.03
C 1.71 2.80 1.64
C 0.94 3.93 2.23
C 0.24 3.76 3.61
C 2.03 -3.03 4.46
H -1.07 2.43 4.71
H -2.56 1.78 2.93
H -0.96 2.96 0.80
H -2.09 1.65 0.78
H -0.07 0.24 1.87
H -0.23 0.43 0.14
H 1.98 1.06 0.44
H 2.81 2.93 1.71
H 0.14 4.29 1.57
H 1.68 4.73 2.38
H 1.00 3.63 4.41
H -0.24 4.74 3.84
H 1.82 -2.90 5.53
H 2.68 -2.24 4.09
H 2.41 -4.03 4.26
P 1.42 -1.25 -2.56
P -2.05 -0.69 -2.59
N 2.71 -0.09 -2.75
N 2.19 -2.48 -3.67
N -2.09 1.11 -2.94
N -3.59 -1.15 -3.32
C 0.37 -0.46 -3.89
C -1.02 -1.08 -4.10
C 3.67 0.23 -1.77
C 4.64 1.04 -2.37
C 4.27 1.23 -3.74
C 3.09 0.52 -3.94
C 2.45 -3.80 -3.26
C 2.83 -4.53 -4.38
C 2.76 -3.67 -5.52
C 2.39 -2.42 -5.05
C -1.72 2.09 -2.00
C -1.73 3.34 -2.61
C -2.05 3.14 -3.98
C -2.23 1.77 -4.17
C -4.42 -0.49 -4.23
C -5.51 -1.30 -4.53
C -5.32 -2.53 -3.81
C -4.14 -2.42 -3.10
H 0.85 -0.43 -4.89
H 0.23 0.57 -3.54
H -1.47 -0.76 -5.05
H -0.97 -2.18 -4.16
H 3.59 -0.16 -0.77
H 5.52 1.45 -1.88
H 4.78 1.79 -4.50
H 2.51 0.44 -4.84
H 2.31 -4.07 -2.23
H 3.11 -5.57 -4.38
H 2.91 -3.94 -6.55
H 2.24 -1.50 -5.59
H -1.48 1.80 -0.99
H -1.57 4.29 -2.10
H -2.13 3.91 -4.74
H -2.46 1.24 -5.08
H -4.17 0.48 -4.60
H -6.33 -1.03 -5.17
H -6.00 -3.38 -3.81
H -3.61 -3.13 -2.47
C -1.54 -0.10 6.74
C -0.40 -1.11 6.51
C 0.91 -0.34 6.43
C -0.39 -2.05 7.75
O -0.61 -1.80 5.30
H -1.19 0.58 7.52
H -2.46 -0.59 7.09
H -1.77 0.47 5.84
H 0.90 0.49 7.14
H 1.75 -1.01 6.66
H 1.04 0.06 5.42
H -1.41 -2.29 8.06
H 0.18 -2.98 7.60
H 0.09 -1.54 8.60
*
```

Need the Löwdin charges? In units of e they are: 0.9371 -0.1081 -0.0972 -0.2337 -0.1931 -0.0981 -0.0914 -0.1991 -0.1858 -0.2267 0.0880 0.1069 0.1009 0.0950 0.1021 0.0739 0.0730 0.1085 0.1026 0.1102 0.1118 0.1220 -0.0405 -0.0391 -0.0443 1.0943 1.0968 -0.2865 -0.2461 -0.2420 -0.2876 -0.4268 -0.3957 -0.1466 -0.0887 -0.0807 -0.1521 -0.1594 -0.1062 -0.0865 -0.1510 -0.1435 -0.0840 -0.0828 -0.1797 -0.1370 -0.0871 -0.1004 -0.1587 0.0536 0.0676 0.0878 0.0775 0.0916 0.0921 0.0937 0.0810 0.0892 0.0865 0.0901 0.0801 0.0444 0.0959 0.0963 0.0922 0.0730 0.0910 0.0912 0.0930 -0.0558 -0.7387 -0.0590 -0.0405 -0.3852 0.0756 0.0769 0.0662 0.0765 0.0716 0.0769 0.0724 0.0778 0.0803

=====

3.
C31H44MgN8O5 as an isolated structure at a distorted geometry. Source: the OMol25 dataset; level of theory: wB97M-V/def2-TZVPD.

Orbital gap in Eh: 0.210
Highest occupied orbital energy in eV: -8.0

Geometry as ORCA input:
```
! wB97M-V def2-TZVPD RIJCOSX def2/J DEFGRID3
* xyz 0 1
Mg 2.41 0.15 0.10
C 0.36 -0.02 0.58
O 0.73 1.24 0.66
O 1.08 -0.83 1.32
O 0.54 -0.44 -0.68
C 5.05 2.20 -2.44
C 3.97 2.32 -1.43
O 3.23 1.34 -1.14
N 3.71 3.51 -0.92
C 2.57 3.80 -0.05
H 5.60 3.12 -2.59
H 4.52 2.01 -3.38
H 5.74 1.38 -2.29
H 4.26 4.31 -1.18
H 1.67 3.34 -0.45
H 2.47 4.88 -0.03
H 2.73 3.43 0.96
C -2.60 2.49 -2.32
C -3.88 1.79 -2.66
O -4.69 2.28 -3.44
N -4.10 0.59 -2.07
C -3.25 -0.06 -1.10
H -2.56 2.71 -1.25
H -2.48 3.44 -2.84
H -1.71 1.93 -2.62
H -4.89 0.06 -2.40
H -2.30 0.43 -0.90
H -2.91 -1.04 -1.47
H -3.79 -0.23 -0.17
N -1.91 2.37 1.47
C -2.78 1.46 2.01
C -3.93 2.14 2.31
C -3.75 3.50 1.93
C -2.50 3.60 1.39
H -0.99 2.11 1.12
H -2.44 0.46 2.20
H -4.81 1.75 2.79
H -4.40 4.32 2.17
H -1.90 4.44 1.06
N 0.99 1.40 4.08
C -0.13 2.05 4.54
C 0.02 2.23 5.88
C 1.28 1.69 6.26
C 1.86 1.23 5.12
H 1.23 1.21 3.12
H -0.91 2.36 3.87
H -0.71 2.70 6.52
H 1.71 1.74 7.24
H 2.84 0.80 4.93
N 0.95 0.58 -3.34
C 0.81 1.94 -3.36
C 1.10 2.38 -4.63
C 1.51 1.24 -5.38
C 1.37 0.15 -4.57
H 0.84 -0.02 -2.53
H 0.51 2.48 -2.48
H 1.04 3.40 -4.96
H 1.82 1.28 -6.41
H 1.51 -0.90 -4.77
N -2.76 -3.08 1.32
C -1.93 -2.27 2.06
C -2.67 -1.82 3.12
C -3.96 -2.38 3.05
C -3.99 -3.16 1.92
H -2.47 -3.55 0.48
H -0.92 -2.09 1.74
H -2.28 -1.22 3.94
H -4.74 -2.31 3.79
H -4.72 -3.82 1.48
N 0.90 -2.90 -2.04
C 1.83 -3.87 -2.32
C 1.61 -4.35 -3.58
C 0.56 -3.56 -4.14
C 0.12 -2.73 -3.15
H 0.77 -2.38 -1.18
H 2.58 -4.10 -1.57
H 2.22 -5.10 -4.05
H 0.12 -3.64 -5.12
H -0.64 -1.96 -3.14
N 1.42 -3.56 1.72
C 2.64 -3.85 1.17
C 2.79 -5.21 1.17
C 1.62 -5.76 1.74
C 0.83 -4.71 2.15
H 1.16 -2.60 1.90
H 3.31 -3.05 0.89
H 3.64 -5.75 0.77
H 1.42 -6.81 1.87
H -0.13 -4.64 2.63
*
```

Need the Löwdin charges? In units of e they are: 0.9755 -0.6482 -0.1415 -0.1611 -0.1682 0.0399 -0.4734 -0.0363 0.0670 -0.0126 0.0899 0.1098 0.0979 0.1519 0.0763 0.0983 0.0966 -0.0036 -0.5435 0.0275 0.0251 -0.0881 0.0645 0.0872 0.0572 0.1402 0.0564 0.0772 0.0777 0.0029 -0.1495 -0.0978 -0.1036 -0.1553 0.0895 0.0780 0.0917 0.0896 0.1046 0.0178 -0.1279 -0.1120 -0.1148 -0.1547 0.1019 0.0924 0.0910 0.0875 0.0991 0.0308 -0.1709 -0.1102 -0.1070 -0.1277 0.0853 0.0989 0.0874 0.0861 0.0982 0.0152 -0.1419 -0.1282 -0.0973 -0.1281 0.1462 0.0764 0.1014 0.0920 0.1059 0.0236 -0.1378 -0.1083 -0.1201 -0.1670 0.0979 0.0849 0.0881 0.0924 0.1075 0.0118 -0.1747 -0.1191 -0.1028 -0.1217 0.0830 0.0957 0.0911 0.0896 0.1038

=====

4.
C31H44N6ORh as an isolated structure at a distorted geometry. Source: the OMol25 dataset; level of theory: wB97M-V/def2-TZVPD.

Energy relative to the best compared isomer or geometry (same formula, charge and spin) in kcal/mol: 39.2
Orbital gap (alpha / beta) in Eh: 0.209 / 0.193
Highest occupied orbital energy (alpha / beta) in eV: -10.0 / -10.0

Geometry as ORCA input:
```
! wB97M-V def2-TZVPD RIJCOSX def2/J DEFGRID3
* xyz 1 1
Rh 0.67 -0.06 -0.42
N 4.26 2.45 -0.97
C 5.06 1.35 -0.93
C 4.24 0.27 -0.77
N 2.95 0.69 -0.71
C 2.98 2.01 -0.84
C 1.76 2.76 -0.83
N 0.59 2.12 -0.95
C -0.38 3.06 -0.82
C 0.20 4.28 -0.61
N 1.55 4.08 -0.62
H 4.57 3.39 -1.14
H 6.13 1.42 -0.98
H 4.50 -0.77 -0.71
H -1.41 2.81 -0.91
H -0.24 5.25 -0.45
H 2.24 4.80 -0.47
C -0.11 -0.41 -3.37
C -1.35 -1.30 -3.35
C -1.10 -2.63 -2.65
C -2.58 -0.65 -2.75
C -3.74 -0.71 -3.50
C -4.95 -0.23 -3.01
C -4.97 0.42 -1.80
C -3.83 0.52 -1.02
C -3.89 1.40 0.22
C -4.22 2.84 -0.20
C -4.93 0.88 1.22
C -2.64 -0.12 -1.44
N -1.61 -0.27 -0.53
C -1.90 -0.72 0.66
C -1.06 -0.62 1.77
C -1.32 -1.04 3.09
C -0.27 -0.58 3.85
C 0.61 0.11 2.98
N 0.14 0.07 1.73
C 1.89 0.79 3.37
C 3.06 -0.08 2.89
C 1.97 2.17 2.71
C 1.99 0.97 4.89
H 0.68 -0.89 -3.95
H 0.28 -0.22 -2.34
H -0.34 0.56 -3.83
H -1.60 -1.51 -4.39
H -0.64 -2.46 -1.68
H -0.44 -3.26 -3.25
H -2.03 -3.17 -2.50
H -3.72 -1.16 -4.48
H -5.86 -0.34 -3.59
H -5.89 0.85 -1.44
H -2.92 1.41 0.72
H -5.22 2.91 -0.61
H -3.53 3.18 -0.97
H -4.14 3.50 0.65
H -5.93 0.93 0.81
H -4.91 1.49 2.13
H -4.72 -0.15 1.50
H -2.86 -1.21 0.82
H -2.18 -1.59 3.42
H -0.14 -0.71 4.91
H 3.05 -0.13 1.80
H 2.97 -1.08 3.30
H 4.01 0.35 3.22
H 1.93 2.07 1.63
H 2.91 2.66 2.98
H 1.15 2.80 3.03
H 2.09 0.01 5.39
H 1.12 1.50 5.28
H 2.87 1.56 5.12
C 2.61 -3.10 -1.77
C 1.82 -3.13 -0.44
C 2.82 -3.09 0.74
C 1.00 -4.44 -0.34
O 0.97 -2.07 -0.38
H 3.44 -3.80 -1.72
H 2.98 -2.10 -1.94
H 1.96 -3.38 -2.60
H 3.49 -3.94 0.68
H 2.26 -3.14 1.67
H 3.39 -2.17 0.71
H 1.68 -5.29 -0.29
H 0.34 -4.56 -1.19
H 0.40 -4.42 0.57
*
```

Need the Löwdin charges? In units of e they are: 1.1729 0.1403 -0.0408 -0.1067 0.0724 -0.2679 -0.2698 0.0350 -0.0804 -0.0409 0.1436 0.1720 0.1239 0.1057 0.0916 0.1256 0.1715 -0.0373 -0.3573 -0.0516 -0.1376 -0.0277 -0.0491 -0.0329 -0.1441 -0.3849 -0.0555 -0.0487 -0.1660 0.0447 -0.0840 -0.3082 -0.0019 -0.0119 -0.2412 0.0746 -0.5406 -0.0333 -0.0364 -0.0493 0.0914 0.0003 0.0923 0.1338 0.0392 0.0820 0.0951 0.1158 0.1103 0.1133 0.1152 0.0810 0.0657 0.0838 0.0789 0.0851 0.0718 0.1494 0.1129 0.1040 0.0423 0.0911 0.0909 0.0388 0.0885 0.0942 0.0875 0.0919 0.0870 -0.0212 -0.7198 -0.0264 -0.0170 -0.2921 0.0847 0.0570 0.0704 0.0859 0.0849 0.0470 0.0889 0.0674 0.0890

=====

5.
A 8-piece molecular cluster, C31H45Br2Cl28N5O5S overall at a distorted geometry. Source: the OMol25 dataset; level of theory: wB97M-V/def2-TZVPD.

Orbital gap in Eh: 0.312
Structure (SMILES): C=C[C@@]1(CCCCN(C)C(C)=O)OS(=O)(=O)[C@H](/C(Br)=C(/C)Br)[C@](CCCCN)(CC(N)(N)N)[C@@H]1CCO.ClC(Cl)(Cl)Cl.ClC(Cl)(Cl)Cl.ClC(Cl)(Cl)Cl.ClC(Cl)(Cl)Cl.ClC(Cl)(Cl)Cl.ClC(Cl)(Cl)Cl.ClC(Cl)(Cl)Cl
Highest occupied orbital energy in eV: -8.7

Geometry as ORCA input:
```
! wB97M-V def2-TZVPD RIJCOSX def2/J DEFGRID3
* xyz 0 1
C 1.61 5.11 2.37
C 1.16 3.84 2.33
C 1.89 2.73 1.54
C 0.96 2.13 0.45
C -0.06 3.12 -0.16
C -1.46 3.05 0.44
C -2.11 1.66 0.33
N -1.60 0.87 -0.81
C -2.29 1.20 -2.07
C -1.75 -0.53 -0.53
C -0.53 -1.42 -0.60
O -2.82 -1.00 -0.20
O 2.88 3.47 0.77
S 4.39 3.38 1.20
O 4.54 4.14 2.41
O 5.27 3.84 0.17
C 4.75 1.66 1.64
C 5.71 0.98 0.69
Br 7.29 0.25 1.54
C 5.70 0.88 -0.64
C 6.77 0.22 -1.46
Br 4.30 1.61 -1.68
C 3.56 0.76 2.20
C 4.18 0.15 3.50
C 3.68 -1.09 4.28
C 2.46 -1.92 3.87
C 1.73 -2.43 5.11
N 0.46 -3.11 4.78
C 2.93 -0.19 1.16
C 3.53 -1.57 0.76
N 4.61 -2.11 1.53
N 2.43 -2.56 0.82
N 3.93 -1.53 -0.71
C 2.44 1.80 2.63
C 1.42 1.25 3.65
C 0.01 0.88 3.23
O -0.09 -0.39 2.59
H 1.99 5.63 1.51
H 1.59 5.62 3.33
H 0.27 3.65 2.94
H 0.48 1.20 0.72
H 1.61 1.88 -0.39
H 0.33 4.13 -0.22
H -0.18 2.78 -1.19
H -2.10 3.76 -0.10
H -1.47 3.33 1.49
H -3.19 1.78 0.19
H -1.96 1.07 1.23
H -2.87 2.12 -1.99
H -2.99 0.42 -2.38
H -1.60 1.34 -2.90
H 0.36 -0.81 -0.67
H -0.54 -2.04 0.29
H -0.65 -2.10 -1.45
H 5.37 1.88 2.50
H 6.86 -0.83 -1.19
H 6.48 0.24 -2.51
H 7.71 0.76 -1.36
H 5.23 -0.03 3.27
H 4.23 0.99 4.20
H 4.50 -1.79 4.40
H 3.49 -0.77 5.31
H 2.81 -2.80 3.34
H 1.73 -1.42 3.24
H 2.40 -3.09 5.66
H 1.49 -1.59 5.77
H 0.61 -4.11 4.82
H 0.24 -2.87 3.82
H 1.90 -0.36 1.45
H 2.85 0.36 0.23
H 5.31 -1.46 1.83
H 4.99 -2.96 1.14
H 2.79 -3.49 0.70
H 1.71 -2.34 0.14
H 4.90 -1.81 -0.76
H 3.43 -2.27 -1.20
H 3.04 2.46 3.27
H 1.79 0.44 4.26
H 1.24 2.05 4.37
H -0.49 1.63 2.61
H -0.59 0.84 4.14
H -1.02 -0.64 2.53
C -5.75 1.79 -4.26
Cl -7.26 2.37 -4.96
Cl -4.47 2.99 -4.53
Cl -5.97 1.55 -2.53
Cl -5.27 0.25 -4.99
C -6.78 1.69 -9.53
Cl -5.79 3.08 -9.99
Cl -6.69 0.45 -10.79
Cl -6.18 1.02 -8.01
Cl -8.46 2.20 -9.32
C -2.17 3.82 5.81
Cl -0.68 4.24 6.67
Cl -3.35 5.12 5.98
Cl -1.81 3.57 4.10
Cl -2.84 2.33 6.49
C 4.76 -4.82 -2.97
Cl 4.99 -6.49 -3.49
Cl 5.49 -3.72 -4.14
Cl 3.03 -4.48 -2.84
Cl 5.53 -4.58 -1.39
C -9.04 -2.99 -10.97
Cl -9.73 -4.62 -11.01
Cl -10.16 -1.89 -10.17
Cl -7.51 -3.02 -10.09
Cl -8.75 -2.44 -12.63
C -7.91 -2.06 -1.02
Cl -6.28 -1.42 -0.82
Cl -8.69 -2.21 0.55
Cl -8.85 -0.97 -2.05
Cl -7.81 -3.65 -1.79
C -4.32 -5.41 0.23
Cl -5.61 -5.32 1.43
Cl -2.99 -6.39 0.86
Cl -4.94 -6.14 -1.25
Cl -3.74 -3.78 -0.12
*
```

Löwdin atomic charge list, values in e, 99 entries: 0.0574 -0.1097 -0.3550 -0.1043 -0.1626 -0.1608 -0.1663 -0.1308 -0.0706 -0.4561 0.0146 0.0184 -0.2092 0.6237 -0.2631 -0.2844 -0.3033 -0.6374 0.8595 -0.7328 -0.1722 0.9001 -0.2822 -0.1312 -0.1774 -0.2336 -0.2836 0.0005 -0.0508 -0.5615 0.1224 0.0859 0.0667 -0.1729 -0.0789 -0.2475 -0.0830 0.0754 0.0723 0.0171 0.0900 0.0838 0.1192 0.1024 0.1123 0.0462 0.1214 0.0989 0.0621 0.0732 0.0870 0.0723 0.0827 0.0964 0.0978 0.0605 0.0548 0.0791 0.0481 0.1272 0.1067 0.1010 0.0892 0.0594 0.1123 0.0964 0.0536 0.0427 0.0889 0.0540 0.0084 0.0657 0.0744 0.0387 0.0191 0.0034 0.1309 0.1068 0.1207 0.0493 0.1109 0.0919 -2.0355 0.5256 0.5396 0.5149 0.5031 -2.0467 0.5283 0.5091 0.4862 0.5210 -2.0329 0.5368 0.5401 0.6078 0.5360 -2.0507 0.5393

=====

Taking the records one at a time from the top gives calculated total energy values of -114060.786 -64887.365 -60463.699 -46851.000 -552106.704 eV.